Formula: C6H7HgNO4
Source: the OMol25 dataset
Level of theory: ωB97M-V/def2-TZVPD

Energy above the lowest of the compared OMol25 structures with the same formula, charge and spin ... 0.0 kJ/mol
Orbital gap ... 7.01 eV
M ... 357.7 g/mol
Strongest force on any atom ... 4.1 eV Å⁻¹
Calculated total energy ... -20170.856 eV

```
! RIJCOSX wB97M-V def2-TZVPD def2/J DEFGRID3
* xyz 2 1
O 0.0887 1.4004 -5.4544
C 0.0817 0.7686 -4.5069
Hg -0.0528 -0.4648 -2.4384
C 2.1967 -1.8471 -2.7880
C -2.0039 -1.8006 -2.7919
O 3.1875 -2.3545 -2.9980
O -2.9833 -2.3490 -3.0083
C 1.2164 1.1291 2.1560
N -0.0816 0.4998 1.8843
C -1.0962 0.3553 2.9156
C -0.2926 0.0834 0.6395
O 0.5660 0.2720 -0.2717
H 1.2315 1.4356 3.2018
H 1.3341 1.9745 1.4664
H 2.0012 0.3968 1.9249
H -2.0319 0.8619 2.6535
H -1.3706 -0.6926 3.0864
H -0.7383 0.7736 3.8606
H -1.2526 -0.4422 0.4686
*
```